# 1
Below is a molecular structure, C22H25AsN3O7OsS3Se at a distorted geometry, with properties calculated with ωB97M-V with the def2-TZVPD basis set.

Structure (XYZ):
```
63
Properties=species:S:1:pos:R:3:forces:R:3:lowdin_charge:R:1
Os 0.610 0.480 0.044 -3.9593 -2.4840 -0.0003 1.525
S 2.821 0.506 3.897 0.1736 -0.0079 0.1096 1.067
C 3.643 -0.609 2.874 -0.0004 -0.0394 0.1079 -0.374
C 3.051 -0.744 1.661 -0.1459 -0.1436 -0.0607 -0.169
C 1.866 0.049 1.543 0.7063 0.7088 -0.5273 -0.373
C 1.653 0.794 2.685 -0.0955 0.0636 0.1161 -0.554
C 0.531 1.688 2.702 0.0569 0.0254 -0.0912 -0.301
C 0.145 2.545 3.724 -0.0457 0.0167 0.0930 -0.010
C -0.955 3.356 3.536 0.0127 0.0271 0.0611 -0.026
C -1.663 3.288 2.339 -0.0403 -0.0209 0.0381 -0.015
C -1.244 2.418 1.360 -0.0106 -0.1146 0.0438 -0.093
N -0.171 1.630 1.543 1.0095 0.9709 -0.3619 -0.127
H 4.533 -1.100 3.240 -0.0183 0.0191 -0.0186 0.076
H 3.426 -1.394 0.884 0.0132 0.0581 -0.0149 0.109
H 0.724 2.579 4.638 -0.0167 0.0234 -0.0157 0.121
H -1.260 4.048 4.310 0.0030 -0.0178 -0.0029 0.121
H -2.526 3.912 2.159 -0.0033 -0.0272 0.0070 0.120
H -1.767 2.321 0.419 0.0616 0.0480 -0.0170 0.082
O -2.305 2.999 -1.647 0.0360 0.0145 0.0492 -0.229
As -0.872 2.403 -2.475 0.0995 0.3003 -0.1859 0.909
O -0.250 3.571 -3.425 0.0048 -0.2271 0.1833 -0.425
O 0.232 2.016 -1.222 0.3792 0.3393 0.1547 -0.630
C -1.565 0.993 -3.615 -0.0827 -0.2474 0.1422 -0.236
C -1.874 1.447 -4.890 0.0452 -0.0516 0.0618 -0.070
C -2.468 0.583 -5.805 -0.0015 0.0001 -0.0426 -0.047
C -2.741 -0.731 -5.464 0.0122 -0.0139 -0.0649 -0.047
C -2.427 -1.203 -4.196 0.0466 0.0643 0.0786 -0.034
C -1.848 -0.337 -3.285 0.0179 0.4476 -0.0794 -0.274
S -1.381 -0.929 -1.708 0.4089 -0.2172 -0.1993 0.452
O -1.686 0.186 -0.762 0.2837 0.1092 -0.0411 -0.545
O -2.023 -2.181 -1.466 -0.2215 -0.0207 -0.0697 -0.290
O 0.108 -1.003 -1.748 0.0047 -0.2495 0.2393 -0.468
H -2.363 3.941 -1.869 -0.0427 -0.0293 0.0117 0.065
H -1.642 2.471 -5.151 -0.0207 0.0031 -0.0375 0.106
H -2.719 0.947 -6.793 0.0177 -0.0038 0.0117 0.115
H -3.195 -1.395 -6.187 -0.0176 0.0168 0.0250 0.115
H -2.626 -2.224 -3.900 -0.0188 0.0210 -0.0238 0.120
C -0.612 -0.741 4.771 -0.0927 -0.0625 0.0099 0.000
N -0.450 -2.041 4.129 -0.0676 -0.0076 0.0100 -0.094
C -0.094 -3.200 4.780 0.0004 0.1361 0.0450 -0.014
C -0.090 -4.187 3.860 0.0249 -0.0562 -0.1445 -0.017
N -0.438 -3.617 2.657 -0.0813 -0.1046 -0.1096 -0.107
C -0.587 -4.355 1.399 0.0697 -0.0222 0.0681 0.006
C -0.663 -2.300 2.824 0.6146 -0.0581 0.0985 -0.571
Se -1.256 -1.146 1.463 0.4430 0.3904 -0.1530 0.983
H -0.801 -0.898 5.830 -0.0289 -0.0329 -0.0060 0.105
H -1.453 -0.224 4.318 -0.0297 -0.0031 -0.0156 0.086
H 0.285 -0.147 4.644 0.0387 -0.0526 0.0682 0.041
H 0.120 -3.226 5.835 -0.0218 0.0328 -0.0280 0.135
H 0.127 -5.236 3.958 -0.0240 0.0306 -0.0229 0.137
H -1.258 -5.196 1.556 -0.0104 0.0074 0.0333 0.105
H 0.384 -4.719 1.072 0.0222 0.0200 0.0204 0.105
H -1.002 -3.692 0.646 0.0006 0.0253 0.0006 0.045
C 2.838 -0.536 -3.609 0.1179 -0.1620 0.1405 -0.213
S 1.895 0.702 -2.759 0.4010 0.1764 0.4117 0.933
C 2.875 2.138 -3.131 0.0106 0.1134 0.1045 -0.210
O 2.259 0.385 -1.250 -0.0418 0.3077 -0.1429 -0.628
H 2.743 -0.337 -4.676 0.0152 -0.0212 0.0287 0.073
H 2.387 -1.496 -3.363 0.0102 0.0163 -0.0281 0.063
H 3.879 -0.501 -3.288 -0.0263 -0.0133 -0.0384 0.073
H 3.045 2.167 -4.207 -0.0114 -0.0032 0.0319 0.075
H 3.811 2.076 -2.576 0.0020 -0.0093 -0.0696 0.074
H 2.286 3.005 -2.835 0.0131 -0.0087 0.0079 0.047
```
Forces are in eV/Å.

Results
HOMO (alpha / beta) in eV: -10.63 / -10.81
E in Eh: -7466.474349
Charge: +1



# 2
Below is a molecular structure, C40H66BFHfN6O3Si2, with properties calculated with ωB97M-V with the def2-TZVPD basis set.

Structure (XYZ):
```
120
Properties=species:S:1:pos:R:3:forces:R:3:lowdin_charge:R:1
Hf 0.164 0.383 0.579 -0.1576 0.0842 -0.9241 1.682
C 0.369 -1.286 5.151 -0.0516 0.0393 -0.0567 -0.173
Si 0.545 0.158 3.953 0.0944 -0.0756 0.0299 0.408
C 0.349 1.773 4.898 0.0063 -0.0314 -0.0444 -0.156
C 2.307 0.062 3.328 -0.0311 -0.0181 0.0620 -0.161
N -0.573 0.081 2.577 0.1776 0.1370 -0.4216 -0.220
C -1.840 0.608 2.832 -0.0999 -0.1783 0.1807 -0.335
C -2.410 0.678 4.114 0.0425 0.1323 -0.0483 -0.049
C -3.584 1.365 4.360 -0.0338 0.0239 -0.0337 -0.075
C -4.250 2.010 3.326 0.0285 -0.0054 0.0481 -0.080
C -3.770 1.873 2.034 -0.0345 -0.0799 -0.0503 -0.018
C -2.635 1.120 1.804 -0.1250 0.0682 -0.0452 -0.228
O -2.210 0.835 0.484 0.2431 0.0491 0.2429 -0.132
C -3.244 0.605 -0.450 -0.0059 0.0149 -0.0886 -0.249
C -3.113 1.124 -1.724 0.0192 -0.0028 0.0703 -0.001
C -4.101 0.868 -2.666 0.0254 -0.0155 -0.0239 -0.058
C -5.211 0.111 -2.336 0.0008 -0.0090 -0.0049 -0.084
C -5.333 -0.393 -1.048 -0.0106 -0.0047 0.0334 -0.062
C -4.356 -0.148 -0.098 0.0914 0.0122 -0.0105 -0.040
H 0.715 -0.969 6.137 0.0257 -0.0096 0.0169 0.035
H 0.985 -2.130 4.836 0.0074 -0.0259 -0.0201 0.027
H -0.652 -1.655 5.256 -0.0368 0.0118 0.0030 0.026
H 1.335 2.183 5.124 0.0316 -0.0052 0.0037 0.040
H -0.177 1.630 5.843 -0.0025 0.0069 0.0148 0.033
H -0.195 2.525 4.327 -0.0067 0.0113 -0.0121 0.027
H 2.938 0.101 4.222 -0.0097 -0.0259 0.0452 0.049
H 2.608 0.895 2.698 -0.0126 0.0267 0.0239 0.000
H 2.541 -0.873 2.819 0.0081 0.0164 -0.0221 0.011
H -1.895 0.204 4.938 -0.0141 -0.0056 0.0305 0.085
H -3.971 1.410 5.369 -0.0052 0.0054 0.0069 0.105
H -5.143 2.590 3.512 -0.0054 -0.0012 0.0095 0.102
H -4.296 2.312 1.198 -0.0030 -0.0028 -0.0123 0.128
H -2.252 1.708 -1.990 -0.1082 -0.0119 0.0260 0.076
H -3.988 1.269 -3.665 0.0088 0.0027 -0.0077 0.110
H -5.977 -0.087 -3.073 -0.0091 -0.0060 -0.0096 0.103
H -6.192 -0.991 -0.776 -0.0126 -0.0039 0.0050 0.110
H -4.452 -0.550 0.899 -0.0079 0.0357 0.0439 0.121
N -1.105 3.735 -0.678 -0.1011 0.0751 -0.1555 0.088
C 0.092 3.529 -1.483 0.5093 0.0069 -0.0186 -0.331
C 0.439 4.727 -2.376 0.0755 -0.0465 0.0804 -0.134
C 1.584 4.589 -3.393 -0.0786 -0.0886 0.0743 -0.171
C 2.856 3.871 -2.921 0.0003 0.1096 0.0349 -0.136
N 2.757 2.410 -2.941 -0.1619 -0.0740 0.1437 0.123
C 2.543 1.692 -4.028 0.0894 0.1115 -0.0219 -0.437
N 2.743 2.216 -5.251 -0.1270 0.0611 0.0669 0.217
N 2.213 0.406 -3.932 -0.0269 -0.0686 0.1134 0.236
C -0.083 2.195 -2.200 -0.5639 -0.1437 -0.1167 -0.607
O -0.341 2.137 -3.395 0.2744 0.0019 0.0375 0.061
O -0.034 1.134 -1.436 0.2172 -0.0406 0.7435 -0.226
H -1.858 4.080 -1.266 0.0067 0.0414 0.0163 0.093
H -0.935 4.425 0.045 0.0172 -0.0244 0.0332 0.072
H 0.925 3.368 -0.791 -0.0534 0.0788 0.1045 0.113
H 0.673 5.539 -1.682 -0.0176 0.0217 -0.0326 0.116
H -0.455 5.031 -2.927 -0.0043 -0.0405 -0.0089 0.119
H 1.874 5.594 -3.707 0.0097 -0.0134 -0.0101 0.116
H 1.190 4.081 -4.272 -0.0131 -0.0220 -0.0660 0.092
H 3.095 4.141 -1.892 0.0292 -0.0203 -0.0190 0.130
H 3.721 4.165 -3.523 -0.0258 0.0461 0.0010 0.121
H 2.687 1.928 -2.047 0.0084 -0.0411 0.0245 0.106
H 2.870 3.209 -5.334 0.0280 0.0250 -0.0004 0.105
H 2.306 1.767 -6.037 0.0257 -0.0115 -0.0179 0.127
H 1.828 0.094 -3.052 -0.1144 -0.0780 0.1017 0.086
H 1.860 -0.063 -4.748 -0.0004 -0.0688 0.0019 0.129
C -1.883 -4.827 0.800 0.0040 -0.0246 -0.0237 -0.094
C -1.426 -3.404 1.159 -0.0423 0.0084 -0.0343 -0.617
C -0.784 -3.459 2.550 0.0202 0.0150 -0.0089 -0.116
C -2.699 -2.566 1.317 0.0032 -0.0053 -0.0083 -0.115
Si -0.222 -2.540 -0.138 0.2727 -0.2731 -0.0544 0.817
C 1.490 -3.550 -0.025 -0.0220 -0.0211 0.0099 -0.606
C 2.348 -3.457 -1.309 -0.0238 0.0222 -0.0036 -0.114
C 1.368 -5.057 0.256 -0.0182 -0.0078 -0.0094 -0.109
C 2.302 -2.967 1.142 0.0095 0.0571 -0.0245 -0.135
C -0.964 -2.893 -1.937 -0.0006 -0.0047 0.0186 -0.619
C -0.369 -1.926 -2.971 0.0728 0.0744 -0.0089 -0.127
C -0.716 -4.323 -2.438 0.0067 -0.0257 -0.0034 -0.096
C -2.483 -2.673 -1.990 0.0383 0.0359 -0.0044 -0.102
H -2.541 -5.196 1.596 -0.0134 -0.0088 0.0227 0.085
H -1.059 -5.532 0.709 -0.0757 0.0286 -0.0037 0.056
H -2.457 -4.860 -0.126 -0.0012 0.0031 0.0370 0.059
H -1.538 -3.769 3.283 -0.0202 -0.0083 0.0234 0.089
H -0.417 -2.480 2.856 0.0044 0.0169 0.0025 0.031
H 0.035 -4.174 2.615 0.0072 0.0087 0.0028 0.061
H -3.344 -3.020 2.080 -0.0138 -0.0068 0.0269 0.094
H -3.275 -2.506 0.397 0.0241 0.0050 0.0682 0.047
H -2.470 -1.556 1.652 0.0298 0.0598 0.0133 0.045
H 2.178 -4.318 -1.957 0.0031 0.0158 0.0053 0.067
H 3.413 -3.465 -1.052 0.0199 0.0083 0.0070 0.085
H 2.162 -2.576 -1.920 0.0404 -0.0225 0.0229 0.028
H 0.786 -5.576 -0.507 0.0227 0.0081 0.0218 0.064
H 0.925 -5.272 1.227 0.0303 0.0025 -0.0150 0.057
H 2.371 -5.500 0.258 0.0289 -0.0062 -0.0046 0.087
H 2.504 -1.902 1.020 -0.0008 -0.0157 -0.0476 0.021
H 3.275 -3.468 1.217 0.0030 -0.0363 0.0028 0.090
H 1.792 -3.098 2.097 -0.0098 0.0246 0.0046 0.057
H 0.705 -2.079 -3.112 -0.0030 -0.0349 0.0163 0.047
H -0.531 -0.881 -2.700 -0.0537 0.0139 -0.0041 0.047
H -0.844 -2.096 -3.945 -0.0050 -0.0041 -0.0353 0.084
H 0.338 -4.525 -2.624 -0.0371 0.0078 0.0148 0.056
H -1.244 -4.467 -3.388 -0.0033 -0.0015 -0.0257 0.084
H -1.087 -5.078 -1.744 0.0093 0.0174 -0.0378 0.061
H -2.771 -1.679 -1.649 -0.0064 0.0699 0.0156 0.053
H -3.035 -3.407 -1.405 0.0244 0.0135 -0.0342 0.064
H -2.821 -2.769 -3.029 -0.0041 0.0051 -0.0262 0.087
B 1.060 4.967 2.211 0.0054 -0.0174 0.0118 -0.402
C 0.657 3.491 1.873 -0.0877 0.0144 -0.1506 -0.211
N 0.383 2.439 1.479 0.1154 0.0121 -0.0199 0.054
H 2.154 4.927 2.727 0.0342 0.0054 0.0051 0.013
H 1.098 5.519 1.124 -0.0014 0.0123 -0.0246 0.007
H 0.222 5.442 2.935 -0.0264 0.0160 0.0235 0.012
F 6.434 1.269 -1.076 0.0671 0.0124 -0.0098 0.057
C 5.152 1.104 -0.695 -0.0520 0.0100 -0.0241 -0.294
C 4.456 -0.002 -1.128 0.0059 -0.0287 -0.0273 -0.014
C 3.132 -0.144 -0.722 -0.1706 -0.0513 -0.1343 -0.183
C 2.451 0.771 0.092 -0.1044 -0.0224 0.3438 -0.275
C 3.232 1.877 0.493 -0.0118 -0.0292 -0.0712 -0.148
C 4.559 2.052 0.115 -0.0470 0.0412 -0.0415 -0.012
H 4.940 -0.738 -1.756 0.0124 -0.0239 -0.0077 0.121
H 2.616 -1.034 -1.060 -0.0081 0.0668 0.0265 0.044
H 2.826 2.638 1.144 -0.1025 0.0114 0.0082 0.071
H 5.128 2.909 0.451 0.0215 0.0000 0.0033 0.122
```
Forces are in eV/Å.

Results
HOMO in eV: -7.31
E in Eh: -2869.920566



# 3
Below is C4H11NOS in the gas phase at a distorted geometry, with properties calculated with ωB97M-V with the def2-TZVPD basis set.

Structure (XYZ):
```
18
Properties=species:S:1:pos:R:3:forces:R:3:lowdin_charge:R:1
C 2.647 -0.475 -0.716 0.6714 -2.0051 -1.5741 -0.207
C 1.872 -0.338 0.562 -1.3895 -1.2831 -0.8610 -0.420
S 0.472 0.517 0.426 -0.0658 0.3231 5.1287 0.743
O 0.724 1.897 0.138 -0.5474 0.9792 -1.3507 -0.392
N -1.017 0.145 -0.338 0.4360 -0.5941 -1.0245 -0.431
C -1.538 -1.139 0.100 -0.6553 1.3215 3.6319 -0.145
C -2.024 1.204 -0.350 1.7225 2.2319 0.9162 -0.127
H 2.452 0.236 -1.526 0.2319 0.8383 0.8728 0.062
H 2.473 -1.409 -1.407 0.3079 0.8717 1.8680 0.094
H 3.699 -0.475 -0.371 -0.2802 0.0953 -0.8536 0.070
H 1.782 -1.216 1.243 0.0659 0.7500 -0.5475 0.066
H 0.194 0.521 2.066 -0.2074 -0.4733 -3.1273 0.141
H -2.096 -0.874 1.113 0.5054 -0.6790 -1.5813 0.103
H -2.344 -1.536 -0.553 1.2769 -0.2674 0.1215 0.094
H -0.668 -1.696 0.554 -1.0574 -0.4552 -1.4383 0.076
H -2.157 1.459 0.736 -0.8566 -0.1015 -0.7462 0.092
H -1.520 2.125 -0.757 -0.6148 -0.9270 0.1819 0.087
H -2.952 1.054 -0.919 0.4564 -0.6254 0.3834 0.092
```
Forces are in eV/Å.

Results
HOMO in eV: -8.27
E in Eh: -686.982089



# 4
Below is a gas-phase ion, C3HINO3 (charge -1) at a distorted geometry, with properties calculated with ωB97M-V with the def2-TZVPD basis set.

Structure (XYZ):
```
9
Properties=species:S:1:pos:R:3:forces:R:3:lowdin_charge:R:1
C -1.185 1.533 -0.115 1.0443 0.7230 0.6470 -0.234
C 1.596 0.057 0.637 -0.8481 -0.7400 0.5319 -0.482
C -0.455 -0.866 -0.026 -1.9591 -2.7335 -0.7655 -0.605
N -1.361 -0.052 -0.501 -1.1786 1.8131 -0.1808 0.042
O -0.129 1.651 0.471 -1.2745 1.3758 -0.3720 -0.195
O -0.629 -2.011 0.333 1.1525 0.4145 0.5865 0.066
O 0.898 -0.417 -0.316 0.6975 -0.3173 0.0205 -0.183
I 3.659 0.301 -0.088 0.5033 0.1802 -0.4504 0.474
H -2.394 -0.195 -0.394 1.8626 -0.7157 -0.0172 0.117
```
Forces are in eV/Å.

Results
HOMO in eV: -3.57
E in Eh: -693.020480
Charge: -1



# 5
Below is a molecular structure, C3H4NO2 at a distorted geometry, with properties calculated with ωB97M-V with the def2-TZVPD basis set.

Structure (XYZ):
```
10
Properties=species:S:1:pos:R:3:forces:R:3:lowdin_charge:R:1
C 0.913 -0.604 -0.042 -0.8048 -0.7346 -0.0915 0.003
C 0.201 0.588 -0.016 -1.4286 0.9136 0.0534 -0.271
C 2.247 -0.527 -0.045 0.9466 0.0194 0.1486 -0.056
N -1.650 0.254 0.041 1.4107 -0.3509 -0.0033 0.210
O 3.376 -0.495 -0.019 -0.1205 0.0308 -0.0857 0.358
O 0.364 1.735 -0.007 0.2523 0.0438 0.0015 0.227
H 0.463 -1.586 -0.080 -0.0122 0.0351 0.0249 0.142
H -1.924 -0.396 -0.692 -0.1921 0.0470 0.0274 0.126
H -2.097 1.160 -0.093 0.0739 -0.0428 -0.0047 0.131
H -1.892 -0.129 0.954 -0.1252 0.0386 -0.0705 0.130
```
Forces are in eV/Å.

Results
HOMO in eV: -15.51
E in Eh: -321.654378
Charge: +1



# 6
Below is C5H8S3 in the gas phase at a distorted geometry, with properties calculated with ωB97M-V with the def2-TZVPD basis set.

Structure (XYZ):
```
16
Properties=species:S:1:pos:R:3:forces:R:3:lowdin_charge:R:1
C 3.037 0.057 -0.958 2.1055 -1.8746 3.6140 -0.217
C 1.710 -0.303 -0.250 -0.7979 1.3746 0.7991 -1.083
S 1.265 -1.336 0.982 2.2985 0.2118 -1.1639 0.666
S 0.703 1.084 -0.664 -0.9623 -0.7461 0.3399 0.881
C -1.010 0.962 0.218 2.1052 0.8026 -1.1615 -0.673
C -0.977 1.517 1.669 -0.8955 -2.1965 -0.5108 -0.128
C -1.487 -0.525 0.099 2.4562 1.6068 0.5449 -0.796
S -2.750 -0.740 -0.781 -2.3165 -1.0689 -1.2446 0.738
H 3.302 1.022 -0.316 0.0770 -1.9963 -1.7114 0.106
H 2.934 0.271 -2.009 -0.0380 0.0641 -0.1675 0.042
H 3.873 -0.841 -0.729 -2.2284 2.6253 -0.7730 0.139
H -1.486 1.731 -0.525 0.1081 -1.8815 1.4540 0.097
H -0.613 0.558 2.278 -1.3744 2.4005 -0.5896 0.101
H -2.083 1.846 1.657 1.5951 -0.6640 1.4717 0.104
H -0.313 2.363 1.893 -0.2338 -0.2823 -0.4696 0.064
H -0.750 -1.334 0.484 -1.8988 1.6246 -0.4317 -0.041
```
Forces are in eV/Å.

Results
HOMO in eV: -8.19
E in Eh: -1389.751290



Q: The highest E belongs to which entry?
A: C3H4NO2



Q: E of number 5 (C3H4NO2)?
A: -321.654378 Eh



Q: Which of these has the highest E?
A: C3H4NO2



Q: Among the records above, which one has the highest E?
A: C3H4NO2